# 1
The following is a quantum chemistry calculation of a molecular structure, C7H17O3Ru in a non-equilibrium geometry, from OMol25.

XYZ file:
```
28
C7H17O3Ru (ωB97M-V/def2-TZVPD)
C -1.36 0.67 -0.28
H 0.51 3.37 -0.62
H -4.21 2.91 1.26
H -0.82 2.88 -1.74
H 0.19 -3.16 0.16
H 0.80 -2.09 1.47
H -1.17 3.28 -0.02
C -0.45 2.84 -0.71
O -0.22 1.47 -0.34
H 2.15 -2.71 -1.24
H -5.08 1.88 0.07
O 2.78 -1.09 -0.12
C 2.17 -2.38 -0.19
H -1.03 -0.67 1.37
H 4.66 -1.67 0.53
O 0.18 -1.11 -0.25
H -2.03 0.81 -1.13
H -1.88 -1.38 -0.03
C 4.21 -1.11 -0.29
H 4.46 -1.57 -1.26
C -1.09 -0.68 0.27
C 0.77 -2.26 0.38
Ru 1.48 0.37 -0.50
H 2.75 -3.10 0.41
H -4.71 1.25 1.71
C -4.35 1.88 0.89
H -3.27 1.45 0.48
H 4.55 -0.07 -0.27
```

Summary:
⟨S²⟩: 12.01
Kohn-Sham gap (alpha / beta), eV: 7.3238 / 4.1365
E_HOMO (alpha / beta), eV: -20.347 / -21.107
Multiplicity: 7
Charge: +3

=====

# 2
The following is a quantum chemistry calculation of a molecular structure, C10H18FeN3, from OMol25.

XYZ file:
```
32
C10H18FeN3 (ωB97M-V/def2-TZVPD)
N 1.73 0.05 -2.30
C 1.67 0.62 1.91
H 2.05 -0.88 -2.59
C -3.80 -0.88 2.54
H 0.48 1.55 -3.04
C 1.30 1.76 1.13
H -4.15 -1.13 1.54
H -2.10 -1.29 3.85
H -0.37 -1.38 -3.05
H -2.52 -2.63 2.80
C -2.45 -1.55 2.85
C 2.18 1.86 0.06
C 3.11 0.76 0.15
C 0.67 0.49 -3.23
H -1.39 -0.06 -3.61
H 0.97 0.40 -4.27
H 3.28 -0.91 1.61
H 1.22 0.30 2.83
C -0.57 -0.31 -2.93
H -1.58 -0.76 -1.18
N -0.61 -0.79 1.16
N -0.91 -0.07 -1.51
H 2.54 0.65 -2.39
Fe 0.90 -0.15 -0.23
C -1.41 -1.13 1.91
H -3.74 0.20 2.65
H 0.52 2.47 1.38
C 2.75 -0.03 1.26
H -1.37 0.84 -1.42
H 2.21 2.66 -0.66
H 3.95 0.58 -0.50
H -4.53 -1.25 3.26
```

Summary:
⟨S²⟩: 8.77
Kohn-Sham gap (alpha / beta), eV: 9.7496 / 8.3221
E_HOMO (alpha / beta), eV: -16.078 / -17.223
Multiplicity: 6
Charge: +2

=====

# 3
The following is a quantum chemistry calculation of a molecular structure, C15H16Cl2FNReS, from OMol25.

XYZ file:
```
37
C15H16Cl2FNReS (ωB97M-V/def2-TZVPD)
H 3.68 -0.13 2.08
H -0.07 -1.50 -1.22
C 1.17 0.05 -1.98
C -0.86 1.98 0.02
H 3.58 -0.54 0.31
H 4.36 -0.99 -2.64
Cl 2.30 1.35 0.84
C 2.47 1.80 -3.04
C -2.16 1.67 2.90
H -2.57 -3.47 0.46
H -2.20 -2.25 -0.77
C 3.05 -0.23 1.20
C -2.49 -1.49 1.19
C 3.49 -0.34 -2.57
H -4.38 -2.36 1.99
H -4.47 -0.07 3.41
F 4.72 1.39 -3.57
Cl 1.76 -1.41 1.51
C -3.68 -1.54 1.98
H -2.63 1.83 3.87
C -3.73 -0.38 2.69
N -1.84 -0.32 1.40
C -2.57 0.37 2.34
C 3.56 0.95 -3.05
H 0.41 1.99 -2.49
Re -0.06 0.46 0.60
H -1.07 1.74 3.02
C 1.28 1.34 -2.51
C -2.03 -2.55 0.27
C 2.29 -0.78 -2.03
C -0.09 -0.42 -1.32
S -1.59 3.25 -0.51
H 2.56 2.79 -3.45
H 2.21 -1.81 -1.68
H -2.46 2.48 2.23
H -0.96 -2.74 0.38
H -0.98 -0.13 -1.88
```

Summary:
⟨S²⟩: 2.03
Kohn-Sham gap (alpha / beta), eV: 7.5744 / 5.6315
Relative energy (zero: lowest compared OMol25 entry of this formula, charge and spin), kJ/mol: 51.0
E_HOMO (alpha / beta), eV: -11.224 / -11.019
Multiplicity: 3
Charge: +1

=====

# 4
The following is a quantum chemistry calculation of a molecular structure, ArH26O13 in a non-equilibrium geometry, from OMol25.

XYZ file:
```
40
ArH26O13 (ωB97M-V/def2-TZVPD)
H 3.33 -15.67 -6.78
H 3.64 -9.08 -3.94
H 5.45 -14.48 -6.94
O 1.48 -16.53 -3.88
H 2.97 -19.54 -3.71
O 1.65 -13.09 -6.16
H 5.93 -17.24 -4.65
H 2.80 -18.03 -3.80
H 6.61 -13.82 -4.61
O 4.77 -14.28 -0.55
H 2.48 -12.73 -5.86
H 7.03 -13.16 -5.92
H 6.71 -13.34 -2.43
H 5.11 -15.11 -0.22
O 2.15 -15.23 -0.46
H 1.96 -16.16 -0.60
H 3.87 -14.47 -0.80
H 2.19 -14.77 -6.36
H -0.84 -13.49 -3.98
H 0.18 -13.04 -2.96
H 4.63 -14.58 -8.21
Ar 3.80 -14.27 -3.78
O 6.29 -13.60 -5.49
H 4.99 -17.81 -3.61
O 4.36 -11.69 -5.80
O 3.47 -18.72 -3.77
O 2.44 -15.69 -6.44
O 7.38 -13.88 -2.86
H 4.97 -12.42 -5.69
O 3.67 -9.98 -3.63
H 0.58 -16.50 -4.22
O 0.00 -13.03 -3.90
O 5.83 -17.35 -3.71
H 2.00 -16.09 -4.54
H 7.32 -14.73 -2.44
H 1.69 -15.01 0.36
H 3.65 -10.51 -4.43
H 4.87 -11.04 -6.29
O 4.92 -15.09 -7.45
H 1.04 -12.94 -5.43
```

Summary:
Kohn-Sham gap, eV: 10.6168
Relative energy (zero: lowest compared OMol25 entry of this formula, charge and spin), kJ/mol: 8.8
E_HOMO, eV: -10.451
Charge: 0